Computed, not measured: 2 unconnected molecules or ions with the total composition C4H5NO, with the ωB97M-V functional and the def2-TZVPD basis.

```
11
Properties=species:S:1:pos:R:3:mulliken_charge:R:1
O -1.830 0.721 -0.911 -0.551
C -0.767 0.397 -0.450 0.518
C -0.330 -0.645 0.530 -0.181
C 0.852 -0.808 0.833 -0.180
C 1.575 0.255 0.040 -0.251
N 0.481 0.929 -0.703 -0.099
H 2.094 0.960 0.695 0.252
H 2.300 -0.186 -0.649 0.256
H 0.599 1.696 -1.351 0.184
H -2.380 -1.556 1.318 -0.002
H -2.593 -1.765 0.648 0.055
```

Computed properties:
HOMO (alpha / beta) in eV: -10.3 / -10.3
Gap between HOMO and LUMO (alpha / beta) in eV: 9.197 / 9.198
SMILES: O=C1C#CCN1.[H][H]

***

Computed, not measured: C4H5NO in the gas phase, with the ωB97M-V functional and the def2-TZVPD basis.

```
11
Properties=species:S:1:pos:R:3:mulliken_charge:R:1
C 0.543 -1.669 -0.183 -0.982
C 0.127 -0.222 -0.189 0.652
C -0.626 0.571 0.757 -0.469
C -0.438 1.827 0.298 -0.123
O 0.241 1.846 -0.838 -0.154
N 0.615 0.542 -1.131 -0.422
H 1.182 -1.872 -1.050 0.311
H 1.121 -1.912 0.718 0.262
H -0.317 -2.340 -0.212 0.270
H -1.667 0.560 1.024 0.230
H -0.786 2.751 0.736 0.424
```

Computed properties:
HOMO in eV: -9.8
Gap between HOMO and LUMO in eV: 10.864
SMILES: Cc1ccon1

***

Computed, not measured: C4H5NO in the gas phase, with the ωB97M-V functional and the def2-TZVPD basis.

```
11
Properties=species:S:1:pos:R:3:mulliken_charge:R:1
N 2.898 0.225 0.732 -0.447
C 1.802 -0.149 0.777 0.180
C 0.418 -0.475 0.723 -0.300
C -0.234 -0.854 -0.564 -0.554
C -0.815 0.423 -0.155 0.020
O -0.780 1.460 -1.068 -0.487
H -0.038 -0.856 1.641 0.406
H -0.745 -1.788 -0.449 0.249
H 0.376 -0.737 -1.462 0.268
H -1.620 0.515 0.562 0.320
H -1.262 2.235 -0.735 0.346
```

Computed properties:
HOMO in eV: -9.1
Gap between HOMO and LUMO in eV: 9.597
SMILES: N#C[C@@H]1C[C@@H]1O

***

Computed, not measured: C4H5NO in the gas phase, with the ωB97M-V functional and the def2-TZVPD basis.

```
11
Properties=species:S:1:pos:R:3:mulliken_charge:R:1
N 2.923 0.624 -0.182 -0.399
C 1.936 0.026 -0.084 0.281
C 0.707 -0.793 -0.026 -0.650
C -0.550 -0.151 0.577 0.083
C -1.181 0.920 -0.177 -0.390
O -1.789 -0.350 -0.163 -0.416
H 0.968 -1.738 0.456 0.309
H 0.434 -1.013 -1.066 0.286
H -1.006 -0.387 1.526 0.389
H -1.655 1.765 0.313 0.274
H -0.788 1.098 -1.174 0.234
```

Computed properties:
HOMO in eV: -10.8
Gap between HOMO and LUMO in eV: 11.618
SMILES: N#CC[C@H]1CO1

***

Computed, not measured: C4H5NO in the gas phase, with the ωB97M-V functional and the def2-TZVPD basis.

```
11
Properties=species:S:1:pos:R:3:mulliken_charge:R:1
C 2.152 -2.143 0.896 -0.029
C 1.174 -1.479 0.456 -0.199
C -0.162 -0.912 0.206 -0.403
O -0.179 0.588 0.312 -0.184
N -1.244 1.034 -0.561 -0.369
C -1.150 2.330 -0.772 -0.262
H 2.966 -2.752 1.246 0.390
H -0.378 -1.167 -0.933 0.226
H -1.021 -1.199 0.875 0.293
H -1.867 2.930 -1.586 0.245
H -0.291 2.770 -0.139 0.291
```

Computed properties:
HOMO in eV: -9.8
Gap between HOMO and LUMO in eV: 10.773
SMILES: C#CCON=C

***

Computed, not measured: C4H5NO in the gas phase, with the ωB97M-V functional and the def2-TZVPD basis.

```
11
Properties=species:S:1:pos:R:3:mulliken_charge:R:1
C -0.126 -0.829 -0.006 0.689
C 0.810 0.399 0.414 0.004
C 1.626 1.186 -0.384 -0.303
C -1.562 -0.399 -0.011 -1.057
N 0.435 -1.886 -0.164 -0.561
O 2.241 0.121 0.153 -0.329
H 0.571 0.687 1.430 0.324
H 1.752 1.590 -1.365 0.290
H -2.201 -1.269 0.099 0.334
H -1.790 0.090 -0.957 0.277
H -1.757 0.310 0.792 0.331
```

Computed properties:
HOMO (alpha / beta) in eV: -8.2 / -9.4
Gap between HOMO and LUMO (alpha / beta) in eV: 7.769 / 9.731

***

Computed, not measured: C4H5NO in the gas phase, with the ωB97M-V functional and the def2-TZVPD basis.

```
11
Properties=species:S:1:pos:R:3:mulliken_charge:R:1
H -2.066 0.990 -0.807 0.315
N -1.232 1.538 -1.028 -0.661
C -0.570 0.783 -0.269 0.470
C -0.807 -0.381 0.581 -0.715
C 0.591 0.252 0.421 -0.154
C 1.554 -0.542 -0.394 -0.058
O 1.251 -1.557 -0.974 -0.472
H -1.318 -0.251 1.531 0.273
H -0.936 -1.346 0.093 0.270
H 0.969 0.834 1.252 0.385
H 2.571 -0.121 -0.445 0.348
```

Computed properties:
HOMO in eV: -9.9
Gap between HOMO and LUMO in eV: 10.664
SMILES: [H]/N=C1\C[C@H]1C=O

***

Computed, not measured: C4H5NO in the gas phase, with the ωB97M-V functional and the def2-TZVPD basis.

```
11
Properties=species:S:1:pos:R:3:mulliken_charge:R:1
C -2.053 -0.722 -0.287 -0.772
C -1.002 -0.177 0.342 0.046
O -0.164 0.377 -0.453 -0.297
C 0.995 0.776 0.008 -0.312
C 2.120 -0.302 0.007 0.266
N 3.125 -0.915 -0.173 -0.415
H -2.056 -0.299 -1.251 0.340
H -2.653 -1.399 0.403 0.230
H -0.861 -0.011 1.374 0.321
H 1.084 1.314 0.956 0.370
H 1.464 1.358 -0.927 0.223
```

Computed properties:
HOMO in eV: -9.2
Gap between HOMO and LUMO in eV: 9.845
SMILES: C=COCC#N

***

Computed, not measured: C4H5NO in the gas phase, with the ωB97M-V functional and the def2-TZVPD basis.

```
11
Properties=species:S:1:pos:R:3:mulliken_charge:R:1
O -1.033 0.043 2.088 -0.555
C -0.213 0.270 1.196 0.667
C 0.907 -0.507 0.569 -0.394
N 0.846 0.035 -0.787 -0.468
C -0.268 -0.239 -1.435 -0.281
C -0.908 1.063 0.250 -0.371
H 1.840 -0.277 1.110 0.301
H 0.693 -1.586 0.605 0.263
H -0.412 0.208 -2.423 0.318
H -0.941 -1.039 -1.094 0.283
H -0.510 2.030 -0.080 0.237
```

Computed properties:
HOMO (alpha / beta) in eV: -9.2 / -9.2
Gap between HOMO and LUMO (alpha / beta) in eV: 8.741 / 8.741

***

Computed, not measured: C4H5NO in the gas phase, with the ωB97M-V functional and the def2-TZVPD basis.

```
11
Properties=species:S:1:pos:R:3:mulliken_charge:R:1
C 0.144 -0.507 1.424 -1.081
C -0.011 -0.028 0.012 0.689
C -0.061 -0.711 -1.242 -0.434
N -0.216 0.110 -2.248 -0.354
O -0.279 1.368 -1.699 -0.183
C -0.154 1.264 -0.370 -0.315
H -0.826 -0.737 1.879 0.245
H 0.775 -1.398 1.492 0.308
H 0.601 0.289 2.024 0.316
H 0.027 -1.771 -1.461 0.398
H -0.168 2.175 0.212 0.412
```

Computed properties:
HOMO in eV: -9.7
Gap between HOMO and LUMO in eV: 10.579
SMILES: Cc1cnoc1

***

Computed, not measured: C4H5NO in the gas phase, with the ωB97M-V functional and the def2-TZVPD basis.

```
11
Properties=species:S:1:pos:R:3:mulliken_charge:R:1
O 1.566 1.381 -1.430 -0.579
C 0.961 1.806 -0.451 -0.019
C 0.079 1.028 0.370 -0.743
C -0.058 -0.286 0.014 0.477
C 0.057 -1.449 -0.578 -0.387
N -0.917 -1.424 0.538 -0.248
H 1.077 2.870 -0.145 0.313
H -0.433 1.438 1.233 0.335
H 0.269 -2.151 -1.358 0.323
H -0.679 -1.844 1.435 0.265
H -1.922 -1.370 0.372 0.263
```

Computed properties:
HOMO in eV: -7.5
Gap between HOMO and LUMO in eV: 7.846
SMILES: [O-]/C=C\C1=C[NH2+]1

***

Computed, not measured: C4H5NO in the gas phase, with the ωB97M-V functional and the def2-TZVPD basis.

```
11
Properties=species:S:1:pos:R:3:mulliken_charge:R:1
C 2.340 0.824 0.774 0.375
C 1.320 0.282 0.980 -0.372
C 0.129 -0.450 1.285 -0.445
N -0.757 -0.793 0.373 -0.283
O -0.597 0.073 -0.756 -0.205
C -1.740 0.075 -1.870 -0.439
H 3.120 1.409 0.427 0.450
H 0.204 -1.083 2.293 0.250
H -1.016 0.210 -2.977 0.182
H -2.363 1.036 -1.572 0.224
H -2.158 -0.984 -1.752 0.262
```

Computed properties:
HOMO in eV: -9.2
Gap between HOMO and LUMO in eV: 9.856
SMILES: C#C/C=N\OC